# 1
92
Properties=species:S:1:pos:R:3 method="wB97M-V/def2-TZVPD" max_force_ha_per_bohr=0.019 e_lumo_ha=0.0205 charge=0 homo_lumo_gap_ev=10.30 e_above_lowest_kcal_mol=0.0
C -0.89 4.27 2.50
C -2.14 3.91 1.68
C -2.85 5.13 1.06
C -3.26 4.97 -0.41
C -4.60 4.28 -0.71
C -5.19 3.35 0.35
C -4.56 1.95 0.39
C -5.54 0.85 0.80
C -4.90 -0.54 0.74
C -4.52 -0.99 -0.69
C -3.05 -1.40 -0.80
C -2.10 -0.20 -0.74
C -1.98 0.57 -2.05
C -1.15 1.85 -1.88
C -0.32 2.23 -3.10
C 0.90 1.31 -3.26
C 1.98 1.63 -2.20
C 2.68 0.37 -1.70
C 3.53 0.51 -0.42
C 3.01 1.55 0.53
O 1.74 1.15 1.09
S 1.96 0.15 2.31
O 0.78 -0.64 2.43
O 2.39 0.89 3.45
C 3.32 -0.87 1.78
C 3.64 -0.89 0.26
C 5.04 -1.49 0.00
C 5.08 -3.03 0.08
C 5.16 -3.59 1.52
C 4.06 -4.59 1.90
C 3.91 -5.76 0.94
O 2.78 -6.54 1.30
C 1.61 -6.21 0.59
C 1.57 -6.81 -0.81
H -0.90 5.31 2.81
H 0.02 4.03 1.96
H -0.86 3.67 3.41
H -1.90 3.20 0.89
H -2.85 3.39 2.33
H -2.17 5.98 1.12
H -3.73 5.41 1.64
H -3.31 5.98 -0.83
H -2.44 4.48 -0.95
H -5.35 5.02 -1.00
H -4.46 3.66 -1.60
H -5.20 3.80 1.34
H -6.25 3.20 0.09
H -3.74 1.91 1.11
H -4.17 1.74 -0.61
H -5.81 1.02 1.85
H -6.43 0.89 0.17
H -4.02 -0.54 1.39
H -5.62 -1.25 1.14
H -4.74 -0.19 -1.39
H -5.12 -1.85 -0.96
H -2.80 -2.08 0.01
H -2.90 -1.92 -1.75
H -1.10 -0.56 -0.48
H -2.38 0.47 0.08
H -2.96 0.83 -2.45
H -1.50 -0.09 -2.78
H -0.52 1.74 -1.00
H -1.84 2.67 -1.65
H -0.96 2.18 -3.99
H 0.03 3.26 -3.04
H 1.32 1.36 -4.26
H 0.55 0.28 -3.11
H 2.68 2.34 -2.63
H 1.47 2.13 -1.38
H 1.93 -0.42 -1.58
H 3.34 0.02 -2.50
H 4.54 0.82 -0.69
H 3.71 1.74 1.36
H 2.87 2.51 0.04
H 4.20 -0.62 2.36
H 3.00 -1.87 2.07
H 2.93 -1.58 -0.19
H 5.32 -1.19 -1.00
H 5.74 -1.04 0.70
H 5.97 -3.35 -0.46
H 4.20 -3.39 -0.44
H 5.17 -2.79 2.25
H 6.12 -4.10 1.63
H 3.10 -4.09 1.99
H 4.29 -5.00 2.88
H 3.81 -5.42 -0.09
H 4.77 -6.42 1.02
H 1.46 -5.13 0.54
H 0.78 -6.61 1.17
H 2.32 -6.35 -1.46
H 0.58 -6.67 -1.24
H 1.76 -7.88 -0.77

---

# 2
113
Properties=species:S:1:pos:R:3 method="wB97M-V/def2-TZVPD" max_force_ha_per_bohr=0.059 e_lumo_ha=-0.1010 charge=+1 homo_lumo_gap_ev=8.73 e_above_lowest_kcal_mol=68.4
C -0.73 -1.09 -0.82
C -0.99 0.49 -1.26
F 0.31 0.94 -1.88
C -2.15 0.65 -2.41
C -3.69 0.61 -1.86
C -3.87 0.26 -0.27
O -5.25 0.69 0.09
C -6.26 -0.06 -0.68
C -5.95 -0.19 -2.28
N -4.49 -0.47 -2.62
H -1.31 -1.28 0.19
H 0.43 -1.22 -0.74
H -1.12 -1.74 -1.72
H -1.14 1.20 -0.32
H -2.01 -0.21 -3.21
H -2.00 1.67 -3.00
H -4.26 1.63 -2.09
H -3.69 -0.90 -0.10
H -3.16 0.89 0.45
H -6.50 -1.13 -0.27
H -7.27 0.56 -0.59
H -6.61 -1.05 -2.78
H -6.22 0.80 -2.88
H -4.23 -1.40 -2.16
H -4.29 -0.47 -3.65
Cl -0.88 2.84 -5.33
C -0.22 3.99 -4.13
C -0.90 5.35 -4.20
Cl -0.49 6.22 -5.70
H 0.86 4.06 -4.29
H -0.39 3.54 -3.14
H -0.57 5.97 -3.37
H -1.99 5.26 -4.15
Cl -3.41 -4.01 -0.71
C -1.73 -4.42 -0.31
C -1.60 -5.82 0.26
Cl -2.33 -5.96 1.88
H -1.35 -3.67 0.38
H -1.15 -4.34 -1.24
H -0.54 -6.09 0.37
H -2.07 -6.57 -0.39
Cl -2.67 -9.65 6.46
C -4.11 -9.19 5.52
C -3.80 -8.14 4.46
Cl -3.40 -6.56 5.18
H -4.88 -8.85 6.22
H -4.48 -10.10 5.04
H -4.67 -7.99 3.82
H -2.96 -8.44 3.82
Cl 0.79 -1.79 -4.25
C 2.47 -2.20 -3.86
C 2.60 -3.60 -3.28
Cl 1.87 -3.74 -1.66
H 2.85 -1.45 -3.16
H 3.05 -2.13 -4.78
H 3.66 -3.87 -3.18
H 2.13 -4.35 -3.93
Cl 5.13 -1.75 -2.74
C 5.71 -1.23 -1.13
C 5.14 0.12 -0.73
Cl 5.80 1.45 -1.72
H 6.80 -1.22 -1.15
H 5.39 -1.99 -0.42
H 5.41 0.34 0.31
H 4.05 0.14 -0.81
Cl 1.66 11.73 -3.53
C 2.26 10.42 -4.57
C 1.43 9.15 -4.42
Cl 1.65 8.39 -2.82
H 3.31 10.24 -4.33
H 2.20 10.78 -5.60
H 1.74 8.41 -5.17
H 0.36 9.34 -4.56
Cl 4.56 11.91 1.19
C 3.96 10.73 0.01
C 2.63 10.12 0.43
Cl 2.79 9.06 1.85
H 4.73 9.96 -0.13
H 3.84 11.26 -0.94
H 2.23 9.50 -0.38
H 1.89 10.89 0.66
Cl 1.72 -11.61 8.28
C 1.88 -10.08 7.37
C 1.13 -10.12 6.05
Cl 1.87 -11.23 4.88
H 2.94 -9.89 7.22
H 1.47 -9.29 8.01
H 1.14 -9.12 5.59
H 0.08 -10.42 6.19
Cl -3.14 -3.45 -4.21
C -2.54 -4.77 -5.26
C -3.37 -6.04 -5.11
Cl -3.15 -6.80 -3.51
H -1.49 -4.94 -5.02
H -2.60 -4.41 -6.29
H -3.06 -6.78 -5.85
H -4.44 -5.84 -5.24
Cl 9.69 10.04 4.35
C 9.07 11.49 3.53
C 8.24 11.15 2.30
Cl 9.24 10.47 0.99
H 9.92 12.13 3.27
H 8.45 12.03 4.25
H 7.77 12.05 1.90
H 7.45 10.43 2.53
Cl -4.08 -4.95 8.87
C -3.21 -3.41 8.63
C -3.34 -2.90 7.21
Cl -2.46 -3.92 6.04
H -2.16 -3.57 8.91
H -3.64 -2.69 9.33
H -2.90 -1.90 7.14
H -4.38 -2.84 6.89